[1]
Density functional theory data (ωB97M-V/def2-TZVPD) for 4 unconnected molecules or ions with the total composition C16H20N4 in a non-equilibrium geometry.

The HOMO energy comes out at -0.2806 Ha. The value obtained for the relative energy (zero: lowest compared OMol25 entry of this formula, charge and spin) is 164.6 kcal/mol. For the electronic energy, the calculation gives -22870.0471 eV. Its HOMO-LUMO gap is 8.43 eV. Its structure (SMILES) is c1cc[nH]c1.c1cc[nH]c1.c1cc[nH]c1.c1cc[nH]c1.

```
! wB97M-V def2-TZVPD RIJCOSX def2/J DEFGRID3
* xyz 0 1
C 50.33900 12.50700 23.30300
C 49.55600 13.12900 24.44300
C 48.18200 13.21800 24.09500
N 48.09100 12.64800 22.85500
C 49.37200 12.33300 22.29900
H 51.41400 12.58600 22.99200
H 49.75900 13.54900 25.30900
H 47.43100 13.50000 24.58200
H 47.29600 12.62400 22.35800
H 49.52300 12.00200 21.37400
C 48.47200 16.26200 25.44300
C 47.09000 16.80100 25.81700
C 47.21400 17.46500 27.05500
N 48.54900 17.31900 27.33600
C 49.45200 16.68100 26.34600
H 48.61400 15.66800 24.61200
H 46.25200 16.88800 25.21000
H 46.43100 17.81500 27.68400
H 49.08900 17.67200 28.18200
H 50.63900 16.54100 26.39400
C 47.42500 8.73200 26.12100
C 47.65200 7.94600 24.91000
C 48.18400 8.94000 23.88900
N 48.25500 10.09700 24.51600
C 47.85500 10.02600 25.81200
H 47.01600 8.43700 26.98100
H 47.46800 6.91500 24.86400
H 48.49300 8.83200 22.99800
H 48.83300 10.74400 24.08700
H 47.77000 10.85100 26.35600
C 46.49400 11.71000 19.43200
C 45.86100 12.98800 19.97100
C 45.26500 12.63400 21.13700
N 45.72400 11.36900 21.50200
C 46.59100 10.86500 20.48300
H 47.16400 11.77500 18.56600
H 45.97200 13.93200 19.61400
H 44.72200 13.10500 21.96700
H 45.41900 10.73600 22.24100
H 46.54700 9.84500 20.31900
*
```

Here are the Mulliken charges for atoms 1 to 2, given in e: atom 1 (C): -0.955, atom 2 (C): -0.700

[2]
Density functional theory data (ωB97M-V/def2-TZVPD) for C16H20N4O3S in the gas phase in a non-equilibrium geometry.

The HOMO energy comes out at -0.3285 Ha. The value obtained for the relative energy (zero: lowest compared OMol25 entry of this formula, charge and spin) is 36.4 kcal/mol. For the electronic energy, the calculation gives -39854.8551 eV. Its HOMO-LUMO gap is 9.49 eV. Its structure (SMILES) is CC(C)c1nnc(NC(=O)C2CCN(C(=O)c3ccco3)CC2)s1.

```
! wB97M-V def2-TZVPD RIJCOSX def2/J DEFGRID3
* xyz 0 1
C 3.74933 -3.52078 -3.45317
C 4.53935 -3.38084 -2.15015
C 5.57972 -2.26568 -2.26085
C 3.60842 -3.10602 -1.02434
N 3.40520 -3.90173 -0.03888
N 2.52271 -3.46278 0.85219
C 2.03831 -2.30569 0.54649
N 1.11262 -1.65666 1.32113
C 0.62105 -0.41711 1.00670
O 0.99318 0.17071 0.01677
C -0.40339 0.09208 2.00541
C -0.63786 1.59904 1.85608
C -1.39010 1.93804 0.56363
N -2.61705 1.18156 0.48526
C -3.86721 1.65886 0.70633
O -4.81865 0.92795 0.91507
C -4.04434 3.13108 0.59835
C -3.67456 4.02489 -0.37416
C -4.26750 5.25763 -0.02132
C -4.95371 5.02230 1.13165
O -4.83169 3.74389 1.50421
C -2.40433 -0.24972 0.51705
C -1.73293 -0.66025 1.82707
S 2.65570 -1.62517 -0.93388
H 3.01409 -4.31761 -3.36872
H 3.23207 -2.59106 -3.68188
H 4.42291 -3.75539 -4.27346
H 5.03952 -4.32806 -1.92559
H 6.27903 -2.48687 -3.06320
H 6.13689 -2.16962 -1.33178
H 5.09323 -1.31608 -2.47509
H 0.82240 -2.14558 2.15620
H -0.01142 -0.10951 3.00939
H 0.31857 2.12302 1.85426
H -1.22266 1.94605 2.71070
H -1.60818 3.00445 0.54261
H -0.76389 1.68413 -0.29606
H -3.07553 3.82179 -1.23854
H -4.19300 6.18371 -0.55303
H -5.54023 5.66355 1.75936
H -3.37833 -0.73292 0.42283
H -1.77490 -0.52475 -0.33556
H -1.57593 -1.74013 1.83587
H -2.39691 -0.40473 2.65503
*
```

Here are the Mulliken charges for atoms 1 to 2, given in e: atom 1 (C): -1.355, atom 2 (C): 0.508

[3]
Density functional theory data (ωB97M-V/def2-TZVPD) for a molecular structure, C16H20N4O4Sn in a non-equilibrium geometry.

The HOMO energy comes out at -0.7950 Ha. For the electronic energy, the calculation gives -36850.6534 eV. Its HOMO-LUMO gap is 4.41 eV.

```
! wB97M-V def2-TZVPD RIJCOSX def2/J DEFGRID3
* xyz 4 1
N 0.29942 -1.91536 2.21187
C 0.66687 -2.74631 2.93256
C 1.10938 -3.78536 3.84074
H 1.19118 -4.74578 3.30859
H 0.38407 -3.89339 4.66232
H 2.09441 -3.53566 4.26503
N -1.30563 3.62992 1.36201
C -1.31920 4.72042 1.75911
C -1.35153 6.09033 2.22027
H -1.97681 6.16068 3.12020
H -1.77723 6.72919 1.43482
H -0.33682 6.43876 2.45369
N -1.04222 1.19960 -3.98129
C -0.61666 0.35623 -4.66104
C -0.15350 -0.54266 -5.70625
H 0.59112 -0.01574 -6.31297
H -1.00800 -0.80584 -6.34250
H 0.30181 -1.46168 -5.31977
Sn -0.57091 -0.09196 0.42711
C 0.43222 1.77066 -1.22379
O 1.35170 2.25678 -1.70394
C 0.79173 1.37837 2.15839
O 1.56194 2.01641 2.70845
C -2.53317 -0.84027 1.57837
C -2.28368 -1.67572 0.47559
C -2.27411 -1.13454 -0.83127
C -2.44750 0.25376 -1.00878
C -2.72903 1.06328 0.10051
C -2.76106 0.52524 1.38616
H -2.55232 -1.22516 2.59348
H -2.12734 -2.74011 0.62636
H -2.09622 -1.78386 -1.68476
H -2.30101 0.73672 -1.98569
H -2.88273 2.13508 -0.03225
H -2.90894 1.17891 2.24549
N 4.14523 -1.52834 -0.45882
C 2.92833 -2.01955 -1.16084
C 1.78841 -1.20811 -0.61503
O 2.08592 -0.20632 0.08393
O 0.56403 -1.52911 -0.87047
H 4.07386 -0.49995 -0.33782
H 4.99918 -1.78110 -0.96459
H 4.19221 -1.96517 0.47521
H 3.02988 -1.87904 -2.23026
H 2.77272 -3.08429 -0.99814
*
```

Here are the Mulliken charges for atoms 1 to 2, given in e: atom 1 (N): -0.506, atom 2 (C): 0.452

[4]
Density functional theory data (ωB97M-V/def2-TZVPD) for a molecular structure, C16H20N6O3 in a non-equilibrium geometry.

The HOMO energy comes out at -0.2891 Ha. The value obtained for the relative energy (zero: lowest compared OMol25 entry of this formula, charge and spin) is 340.4 kcal/mol. For the electronic energy, the calculation gives -31986.9438 eV. Its HOMO-LUMO gap is 8.24 eV.

```
! wB97M-V def2-TZVPD RIJCOSX def2/J DEFGRID3
* xyz 0 1
C 1.80776 -4.46605 2.11178
N 0.83193 -4.10140 1.05795
C 0.50935 -2.84133 0.58929
C -0.36809 -2.60851 -0.24184
C -0.97520 -3.60028 -0.85081
O -2.05754 -3.55181 -1.57671
N -0.85510 -4.98044 -0.17016
C 0.19796 -5.31912 0.43356
O 0.36751 -6.50997 0.75081
H -1.32596 -5.65806 -0.76308
N -0.51727 -1.38586 -0.46603
C 0.62311 -0.98680 0.37514
N 1.39630 -1.79938 1.18192
N 0.79609 0.44369 0.64120
H 0.70102 1.06578 -0.13445
C 1.95704 0.79935 1.60374
H 2.29357 0.13803 2.33889
C 1.67347 2.13677 2.31677
N 2.75924 2.59927 2.93095
H 2.48035 3.32794 3.65124
H 3.70588 2.65772 2.45841
H 0.65650 1.86681 2.92219
H 1.30601 2.90291 1.43611
H 2.75765 0.93524 0.95729
C -1.22543 -0.57006 -1.46552
C -0.57885 0.32238 -2.33723
O 0.06149 1.55586 -1.75508
C -1.02693 2.56217 -1.89485
C -0.38936 3.68620 -1.19689
C -1.14132 4.93246 -1.08634
C -2.51486 4.84099 -1.54708
C -2.93878 3.65145 -1.93681
C -2.33860 2.55232 -2.04820
H -2.66796 1.63453 -2.29173
H -4.05819 3.62803 -2.03468
H -3.24533 5.74032 -1.42942
H -0.53697 5.82130 -0.94960
H 0.51204 3.76293 -0.93843
H 0.28719 -0.33840 -2.63226
H -1.35905 0.22529 -3.16184
H -2.04080 -1.14240 -1.46477
H -2.03462 0.04029 -0.40644
H 1.66325 -4.08259 3.05757
H 2.92179 -4.17580 1.81428
H 1.92974 -5.71179 2.15116
*
```

Here are the Mulliken charges for atoms 1 to 2, given in e: atom 1 (C): -0.946, atom 2 (N): 0.078

[5]
Density functional theory data (ωB97M-V/def2-TZVPD) for a gas-phase ion, C16H20NO (charge +1).

The HOMO energy comes out at -0.4421 Ha. The value obtained for the relative energy (zero: lowest compared OMol25 entry of this formula, charge and spin) is 0.0 kcal/mol. For the electronic energy, the calculation gives -20448.7254 eV. Its HOMO-LUMO gap is 9.39 eV. Its structure (SMILES) is C[C@H](Cc1ccccc1)[NH2+]Cc1ccccc1O.

```
! wB97M-V def2-TZVPD RIJCOSX def2/J DEFGRID3
* xyz 1 1
C 2.23576 0.62130 0.28561
C 0.77235 0.79460 -0.08408
C 0.58848 1.03322 -1.58363
C 0.92276 -0.22061 -2.35707
C 0.04701 -1.29889 -2.33688
C 0.34767 -2.45770 -3.02957
C 1.52746 -2.54917 -3.74921
C 2.40351 -1.47804 -3.77442
C 2.10332 -0.31907 -3.07897
N 0.21807 1.94984 0.69628
C -1.26046 1.94563 0.86614
C -1.68128 0.78430 1.72614
C -2.70091 -0.07267 1.33621
C -3.10940 -1.10842 2.15757
C -2.49578 -1.29744 3.38391
C -1.47061 -0.45913 3.78538
C -1.06066 0.57745 2.96243
O -0.02576 1.41661 3.31429
H 2.81158 1.51071 0.03828
H 2.35252 0.40604 1.34529
H 2.65131 -0.21207 -0.27386
H 0.20664 -0.09147 0.22019
H -0.44667 1.30715 -1.79734
H 1.23725 1.84867 -1.91004
H -0.88103 -1.22991 -1.78596
H -0.34157 -3.28774 -3.01156
H 1.76007 -3.45124 -4.29295
H 3.32137 -1.54157 -4.33793
H 2.78858 0.51575 -3.10804
H 0.59038 1.90622 1.66543
H 0.52999 2.82280 0.26036
H -1.54481 2.88446 1.35040
H -1.74722 1.89496 -0.10816
H -3.18668 0.08415 0.38524
H -3.90604 -1.76227 1.84284
H -2.81199 -2.09845 4.03231
H -0.98906 -0.60459 4.74176
H 0.24386 1.23659 4.22364
*
```

Here are the Mulliken charges for atoms 1 to 2, given in e: atom 1 (C): -1.660, atom 2 (C): 0.213

[6]
Density functional theory data (ωB97M-V/def2-TZVPD) for a molecular structure, C16H21AgI2OSSi.

The HOMO energy comes out at -0.2461 Ha. The value obtained for the relative energy (zero: lowest compared OMol25 entry of this formula, charge and spin) is 0.0 kcal/mol. For the electronic energy, the calculation gives -57892.9153 eV. Its HOMO-LUMO gap is 6.65 eV.

```
! wB97M-V def2-TZVPD RIJCOSX def2/J DEFGRID3
* xyz 0 1
Ag -0.04924 -0.09587 0.04609
I 0.64296 0.52921 3.20006
C -0.18520 2.42021 2.72586
I 0.29028 3.17283 0.81446
H 0.19290 3.12161 3.45640
H -1.26068 2.31433 2.78214
O 2.27434 0.15375 -0.00598
S 2.95667 -0.79339 -0.97325
C 4.49014 -1.23752 -0.17502
C 5.42742 -1.97679 -0.88065
C 6.60916 -2.33616 -0.25140
C 6.84497 -1.94218 1.06006
C 5.90469 -1.18374 1.74348
C 4.71449 -0.82156 1.12670
C 2.10739 -2.34918 -0.82207
C 1.71826 -2.80200 0.43238
C 0.97740 -3.96684 0.52124
C 0.64063 -4.66802 -0.63241
C 1.03765 -4.20647 -1.87757
C 1.77029 -3.03013 -1.97948
H 5.23628 -2.27353 -1.90551
H 7.34891 -2.91713 -0.78610
H 7.77069 -2.22042 1.54662
H 6.09937 -0.86772 2.76007
H 3.97300 -0.21157 1.62828
H 1.97427 -2.23233 1.31779
H 0.65141 -4.32524 1.48861
H 0.05209 -5.57299 -0.55754
H 0.75892 -4.74735 -2.77199
H 2.05334 -2.63492 -2.94743
C -3.24743 -1.89575 -0.26951
Si -2.46829 -0.18393 -0.11600
C -3.25255 0.57660 1.42852
C -3.18003 0.81815 -1.54461
H -4.34019 -1.81369 -0.28377
H -2.96540 -2.53612 0.57075
H -2.93173 -2.39929 -1.18677
H -4.34482 0.52050 1.35651
H -2.98365 1.63320 1.52656
H -2.94476 0.06502 2.34430
H -4.27495 0.78394 -1.51185
H -2.85662 0.43992 -2.51685
H -2.87151 1.86505 -1.47832
*
```

Here are the Mulliken charges for atoms 1 to 2, given in e: atom 1 (Ag): -0.016, atom 2 (I): 0.045